Entry 1:
14
Properties=species:S:1:pos:R:3:forces:R:3 method="wB97M-V/def2-TZVPD" lumo_ev=1.066 total_charge=0 relative_energy_kj_mol=229.68 spin_multiplicity=1
O -0.71121 0.66859 1.54290 -0.530 0.103 0.337
O 1.02186 -0.43164 0.69969 -0.112 1.472 0.015
C -0.81573 0.95827 0.16560 -0.087 0.141 -0.086
C 0.51825 0.51125 -0.42789 0.420 -0.593 1.286
C 0.45713 -0.45946 -1.57854 0.221 -0.728 0.453
C -0.05390 -0.56688 1.58519 -0.069 0.167 0.210
H 1.28052 1.28879 -0.50079 -0.229 -0.046 0.072
H -0.75304 -1.38243 1.29327 0.262 0.229 -0.153
H 1.21359 -0.36326 -2.36371 -0.201 0.115 0.280
H -0.53413 -0.67408 -1.99428 0.230 0.286 0.116
H -1.64455 0.38465 -0.28207 0.157 0.083 0.050
H -1.02078 2.02364 0.05429 0.085 -0.087 -0.027
H 0.75145 -1.20725 -0.80127 -0.241 -1.229 -2.345
H 0.29053 -0.75019 2.60761 0.093 0.088 -0.208


Entry 2:
62
Properties=species:S:1:pos:R:3:forces:R:3 method="wB97M-V/def2-TZVPD" lumo_ev="0.440 / 0.441" total_charge=0 relative_energy_kj_mol=0.00 spin_multiplicity=1
Ir -0.01927 0.41475 -1.10746 0.123 -0.911 0.053
As 0.95416 -1.68628 -0.53107 -0.477 0.704 -0.228
O 1.04508 0.33971 -2.83922 0.082 -0.034 -0.121
C -4.13071 0.31161 -0.03941 -0.128 -0.063 0.009
C 0.23963 -3.38459 -1.13860 0.061 -0.054 0.021
C 1.35422 -2.05512 1.32675 -0.065 0.070 0.012
C 2.95650 2.40757 -0.83402 0.060 -0.036 0.062
C -2.18064 -2.27289 3.86827 -0.010 -0.005 0.006
C -2.93916 -1.55765 -1.15227 0.083 -0.086 -0.142
C -2.45252 -0.91672 3.73481 -0.008 -0.002 -0.042
C 4.49421 1.37390 0.86780 -0.002 -0.001 -0.008
C 0.83689 2.41977 0.97357 0.262 0.061 0.094
C -2.83149 -0.51015 -0.04676 0.021 0.217 -0.082
C -2.61430 -1.14543 1.32532 0.039 -0.056 -0.018
C -1.67459 0.44186 -0.36012 0.346 -0.174 0.550
C 1.73482 2.91757 -1.23961 -0.135 -0.100 0.036
C -2.67292 -0.36737 2.48226 0.106 0.018 0.035
C 2.09421 1.93917 1.35201 -0.197 0.059 -0.027
C 3.14922 1.91018 0.45833 0.063 0.009 -0.127
C 2.71896 -1.74473 -1.33470 -0.051 -0.045 0.032
C 1.54935 3.47101 -2.62034 0.022 0.026 -0.003
C 0.65618 2.86209 -0.34158 0.060 0.381 0.096
C -0.22475 2.60859 2.01709 -0.029 -0.094 -0.006
C 0.45908 0.58648 -4.07774 -0.039 0.005 0.043
C -2.35097 -2.50302 1.47940 -0.058 -0.037 0.008
C -2.14062 -3.06561 2.73377 0.029 0.055 -0.005
H 1.21868 2.67478 -3.28607 0.065 0.087 0.028
H -1.20983 2.34250 1.64268 -0.076 -0.001 -0.063
H -4.30185 0.73535 -1.03070 0.017 0.002 -0.003
H -0.61453 -3.67205 -0.53168 0.015 -0.023 -0.003
H -4.08442 1.14077 0.66713 0.013 -0.008 0.022
H 3.78695 2.41372 -1.53198 0.010 -0.007 0.000
H 1.22884 0.82071 -4.82489 0.014 -0.006 -0.013
H -1.94601 -4.12747 2.81757 0.003 -0.011 0.005
H -2.33240 -3.14804 0.61281 -0.003 -0.009 0.010
H -1.99172 -2.07480 -1.31563 -0.133 0.079 0.036
H 0.44207 -1.97492 1.91574 0.003 -0.019 0.011
H 4.79606 0.54119 0.22909 -0.006 -0.007 -0.006
H 1.02033 -4.14091 -1.04669 -0.022 -0.007 -0.008
H 2.48524 3.86947 -3.01167 0.009 0.002 0.012
H -0.01981 1.99461 2.89400 -0.021 -0.009 -0.001
H -0.25120 1.43026 -4.06187 -0.014 -0.011 -0.039
H -0.27822 3.34456 -0.61612 -0.032 -0.047 -0.023
H -0.06672 -3.29358 -2.17870 0.018 0.008 -0.010
H -0.25275 3.65319 2.33522 0.002 0.005 0.001
H -1.97662 1.51120 -0.30058 -0.092 0.014 -0.214
H -2.01526 -2.70509 4.84650 0.002 0.000 0.005
H 2.24068 1.59355 2.36953 0.003 -0.007 0.011
H 4.48108 1.02219 1.89878 0.004 -0.001 0.010
H -0.10127 -0.28319 -4.44940 -0.025 -0.017 -0.008
H 2.06759 -1.30516 1.66788 -0.015 0.007 0.007
H -3.20103 -1.06950 -2.09159 0.022 0.018 0.000
H -4.99289 -0.30584 0.22281 0.025 -0.028 0.001
H -2.88639 0.69010 2.40971 0.018 0.054 -0.025
H -2.50096 -0.28261 4.61100 0.006 -0.005 0.014
H -3.71224 -2.29472 -0.92348 -0.033 0.016 -0.008
H 3.33175 -2.45846 -0.78391 0.061 0.000 -0.055
H 2.61334 -2.04544 -2.37465 0.009 0.021 0.001
H 0.80564 4.26847 -2.63176 -0.016 -0.005 0.006
H 5.26561 2.14089 0.78133 0.000 0.009 -0.005
H 3.15559 -0.74932 -1.31443 0.016 0.001 0.042
H 1.78609 -3.05113 1.42754 -0.002 -0.003 0.014


Entry 3:
83
Properties=species:S:1:pos:R:3:forces:R:3 method="wB97M-V/def2-TZVPD" lumo_ev=-0.364 total_charge=0 relative_energy_kj_mol=245.29 spin_multiplicity=1
P -8.94723 -18.90902 -6.92953 1.272 -1.018 1.622
F -9.49989 -19.60159 -5.55521 -0.471 0.788 -0.585
F -7.48051 -18.89330 -6.25865 0.947 0.257 -0.235
F -8.50378 -20.38287 -7.43815 -1.089 -1.527 -0.810
F -8.43533 -18.48325 -8.43077 0.463 1.143 -0.421
F -10.44619 -18.95588 -7.55643 0.547 -0.129 0.465
F -9.02162 -17.41207 -6.44503 -1.483 0.435 -0.341
O -9.87888 -23.65360 -9.07801 -1.299 0.247 -2.969
O -12.71116 -18.71394 -4.58471 2.649 -3.451 0.064
O -10.01021 -19.16646 -10.91778 -1.854 0.956 -0.225
O -9.13810 -21.83960 -10.21591 1.114 1.527 0.289
O -10.49557 -23.36291 -11.11444 -0.365 -1.338 1.190
O -4.61288 -20.75573 -4.63757 -1.717 0.778 1.702
O -13.39501 -16.75821 -3.82107 -0.292 -1.989 -1.930
O -9.05004 -19.49931 0.77360 -0.747 1.395 -3.959
O -6.25919 -16.55164 -1.55093 -0.499 0.687 -0.547
O -14.11955 -17.65668 -5.76962 -2.020 0.079 -1.526
O -6.35627 -15.27696 -3.42972 -1.133 0.740 2.395
O -5.39332 -17.22472 -3.41077 1.471 -1.832 -3.121
O -4.48446 -22.85217 -5.52956 0.873 1.657 0.747
O -11.91002 -17.81559 -10.99147 0.085 -1.360 -2.624
O -9.14435 -20.34192 -1.25536 1.824 -3.970 -1.118
O -9.86894 -18.35484 -1.06791 -0.546 1.566 -0.047
O -2.78517 -21.34205 -5.40654 0.094 0.934 -0.253
O -11.24529 -18.99854 -12.72564 -0.093 -0.918 -0.603
C -9.67337 -20.13329 -2.53361 0.044 0.185 -0.010
C -13.41818 -17.67074 -4.65042 -0.820 4.939 2.171
C -9.77519 -22.84663 -10.11997 -0.943 -1.428 -0.562
C -14.14008 -18.97011 -6.40607 1.015 1.871 -0.592
C -9.02848 -23.52427 -8.00456 0.635 -0.194 1.786
C -12.33635 -18.46611 -13.47450 -0.803 1.114 0.332
C -10.63916 -22.68577 -12.32924 0.267 0.140 -0.860
C -11.94167 -17.39577 -9.69038 0.376 1.679 3.076
C -4.00506 -21.76670 -5.19663 -1.436 -2.153 -1.115
C -1.82134 -22.16564 -5.94088 2.404 -1.716 -0.998
C -6.17087 -15.51298 -4.76114 0.659 0.384 -1.486
C -5.97313 -20.93585 -4.16442 -0.949 0.282 -1.052
C -9.89804 -23.09462 -6.83364 1.085 -0.063 0.296
C -12.49068 -15.94155 -9.54711 0.953 -0.469 -0.540
C -5.21299 -16.68739 -4.74715 -0.149 -0.397 -0.261
C -1.77730 -22.52177 -7.47079 -0.110 1.627 0.334
C -9.29950 -19.35637 -0.45062 0.322 -0.662 6.192
C -11.01315 -18.69925 -11.46990 1.359 0.272 1.017
C -6.05028 -16.37450 -2.72234 -0.766 0.966 3.687
C -9.91464 -18.66692 -2.44409 -1.137 0.931 -2.009
C -12.94424 -19.59822 -5.70793 -1.193 -1.377 1.506
Li -8.47631 -19.98111 -9.65666 -0.746 -0.173 0.001
H -11.10162 -23.32742 -13.07926 -0.458 -0.393 0.607
H -12.02428 -19.83863 -6.24083 -0.268 0.467 -0.008
H -11.65219 -15.24560 -9.57324 0.021 0.048 -0.034
H -9.25697 -22.92108 -5.96933 -0.069 -0.072 0.149
H -10.90826 -18.59899 -2.88704 -0.104 1.224 0.465
H -9.01562 -20.41416 -3.35615 0.130 -0.190 0.375
H -6.41341 -20.00078 -3.81816 0.995 0.349 0.220
H -8.68675 -24.55287 -7.88928 0.434 0.152 0.514
H -13.36669 -20.47016 -5.20858 0.654 -0.561 -0.248
H -10.93520 -17.42596 -9.27299 -0.038 -0.077 0.015
H -0.78138 -22.87352 -7.74009 -0.194 -1.111 0.489
H -6.60526 -21.12196 -5.03268 0.088 -0.609 -0.051
H -11.29195 -21.83022 -12.15606 0.598 0.402 -0.449
H -13.12745 -15.66563 -10.38764 -0.320 -0.176 0.215
H -10.38104 -22.14113 -7.04731 -0.239 -0.207 -0.056
H -1.70525 -23.08646 -5.36930 -0.723 -0.322 -0.008
H -5.67440 -14.61798 -5.13610 -0.277 -0.081 -0.577
H -5.51373 -17.43482 -5.48133 0.498 -0.097 0.123
H -8.17654 -22.87532 -8.20741 -0.171 0.106 0.008
H -12.22235 -17.38228 -13.49500 0.156 -0.016 -0.535
H -10.57559 -23.91988 -6.61463 -0.282 0.361 0.053
H -12.38696 -18.92043 -14.46401 0.592 0.052 0.219
H -4.18984 -16.32247 -4.83716 0.059 -0.455 -0.116
H -12.97482 -15.80114 -8.58068 -0.185 -0.139 -0.193
H -1.71492 -21.64792 -8.11933 -0.577 0.745 0.347
H -9.23081 -18.03088 -3.00618 0.143 -0.074 0.167
H -0.89655 -21.67022 -5.64522 0.127 0.311 -0.541
H -15.11398 -19.45226 -6.32154 0.169 -0.020 0.579
H -10.63129 -20.64764 -2.61065 0.121 -0.357 -0.043
H -7.12533 -15.70248 -5.25228 0.051 -0.046 -0.166
H -9.65169 -22.56222 -12.77392 -0.004 1.091 0.211
H -13.98233 -18.78716 -7.46896 0.090 -0.044 0.016
H -12.55353 -18.02773 -9.04668 -0.072 -0.459 -0.404
H -6.15329 -21.67573 -3.38453 0.712 -0.213 -0.203
H -13.31991 -18.59122 -13.02167 0.182 -0.510 0.418
H -2.63203 -23.07511 -7.85983 0.361 -0.491 0.367